Here is a structure of composition C29H41AsBrClNO4P2Si2Y at a distorted geometry from the OMol25 dataset. Energies are from ωB97M-V/def2-TZVPD.

Each line ends with the Löwdin charge.
CARTESIAN COORDINATES (ANGSTROEM)
Y 0.45 0.73 0.18  0.9898
Cl 1.79 1.82 7.70  0.6440
C 1.33 1.37 6.08  -0.6658
C 0.40 0.34 5.89  -0.0845
C 0.01 -0.04 4.63  0.0114
C 0.53 0.62 3.49  -0.3548
O 0.15 0.27 2.30  -0.2656
C 1.47 1.65 3.70  -0.1745
C 2.10 2.35 2.60  -0.2420
O 1.94 2.14 1.40  -0.1410
C 1.86 2.02 5.00  -0.0623
H -0.01 -0.16 6.75  0.1081
H -0.72 -0.83 4.47  0.1145
H 2.80 3.15 2.89  0.1399
H 2.57 2.82 5.14  0.1188
Br 3.99 -0.36 2.18  0.8780
C 4.06 -0.17 0.30  -0.7044
C 5.31 -0.09 -0.28  -0.0996
C 5.38 -0.06 -1.67  -0.0286
C 4.20 -0.14 -2.40  0.0132
C 3.01 -0.21 -1.71  -0.1915
N 2.92 -0.19 -0.37  0.0483
C 1.71 -0.32 -2.51  -0.6208
O 1.78 -0.60 -3.69  0.0781
O 0.65 -0.10 -1.82  -0.2318
H 6.20 -0.08 0.33  0.1007
H 6.34 0.01 -2.16  0.1168
H 4.18 -0.16 -3.48  0.1267
C -4.01 0.62 0.43  -0.2928
P -2.42 -0.25 0.29  0.8351
C -2.64 -1.04 -1.35  -0.2605
C -2.56 -1.62 1.51  -0.3710
C -3.67 -1.76 2.34  -0.0851
C -3.71 -2.74 3.32  -0.0772
C -2.64 -3.62 3.47  -0.0801
C -1.53 -3.49 2.65  -0.0905
C -1.47 -2.49 1.68  -0.3819
P 0.00 -2.24 0.62  0.8756
C -0.16 -3.54 -0.65  -0.2418
C 1.37 -2.89 1.63  -0.2788
H -4.14 1.04 1.43  0.0224
H -4.84 -0.06 0.21  0.0521
H -4.00 1.43 -0.29  0.0371
H -3.26 -1.94 -1.30  0.0517
H -1.67 -1.27 -1.80  0.0066
H -3.12 -0.32 -2.00  0.0487
H -4.51 -1.09 2.24  0.0901
H -4.58 -2.83 3.96  0.1051
H -2.67 -4.39 4.22  0.1043
H -0.70 -4.17 2.77  0.0960
H -0.26 -4.52 -0.18  0.0467
H 0.72 -3.53 -1.29  0.0486
H -1.03 -3.35 -1.27  0.0275
H 1.26 -3.96 1.83  0.0396
H 1.42 -2.34 2.57  0.0316
H 2.31 -2.73 1.10  0.0177
C -0.03 5.13 -3.05  -0.2404
Si 0.74 4.21 -1.63  0.1525
C 1.63 5.45 -0.55  -0.2240
C 2.05 3.06 -2.32  -0.2242
As -0.88 2.94 -0.56  0.6552
Si -1.49 4.27 1.23  0.1498
C -0.15 4.73 2.45  -0.2095
C -2.78 3.35 2.23  -0.2388
C -2.26 5.85 0.60  -0.2379
H 0.72 5.73 -3.58  0.0282
H -0.82 5.79 -2.70  0.0200
H -0.48 4.43 -3.76  0.0268
H 2.34 5.99 -1.19  0.0329
H 2.21 4.94 0.23  0.0165
H 0.97 6.18 -0.08  0.0179
H 2.77 3.64 -2.90  0.0399
H 1.62 2.30 -2.97  0.0286
H 2.61 2.57 -1.51  0.0152
H -0.05 3.97 3.23  0.0179
H -0.49 5.65 2.95  0.0366
H 0.83 4.93 2.02  0.0008
H -2.44 2.35 2.50  0.0145
H -3.71 3.26 1.67  0.0176
H -2.99 3.90 3.15  0.0356
H -1.52 6.47 0.09  0.0155
H -2.68 6.43 1.43  0.0289
H -3.06 5.64 -0.11  0.0258

Output
HOMO energy   -6.88 eV
Electronic energy   -219206.21044 eV
Net charge   0
Orbital gap   6.613 eV
Energy relative to the best compared isomer or geometry (same formula, charge and spin)   10.5 kcal per mole
LUMO   -0.264 eV